DFT (ωB97M-V/def2-TZVPD) results for C19H20Cl5N4O4Pt as an isolated structure.

Geometry as XYZ:
```
53
Properties=species:S:1:pos:R:3:forces:R:3:mulliken_charge:R:1
Pt 14.47087 6.70513 6.20875 -1.7474 -1.6717 0.7930 0.81
N 13.12486 5.07075 6.38029 -1.6001 -0.3848 0.4562 -0.49
C 11.77624 5.56896 6.96820 0.8195 -0.9755 0.0518 0.39
C 10.77351 5.42052 5.82550 1.3729 0.8062 -1.0961 -0.97
C 9.37260 5.88946 6.05439 -0.4128 0.9509 -0.2505 -0.78
C 8.76760 5.58766 7.44090 1.2120 0.4677 -0.4642 -1.03
N 7.51329 6.32140 7.53381 0.7068 -0.6214 1.1959 1.58
C 7.10410 7.20145 8.46500 0.6766 1.2880 -0.9846 -3.87
N 5.79988 7.47480 8.35887 -0.2658 -0.4298 0.3467 -0.41
N 7.96263 7.92922 9.20147 1.0308 0.2052 0.1601 0.62
C 11.96024 6.99205 7.57771 0.7564 1.6062 0.1772 0.42
O 11.28136 7.39116 8.54348 -0.0095 -0.9616 -1.3177 -0.72
O 12.87787 7.76302 7.03041 -0.2499 -1.0997 0.3955 -0.68
H 12.95942 4.74133 5.41760 -0.0432 0.1199 0.6575 0.33
H 13.60652 4.28431 6.88194 -0.4892 0.8656 -0.0744 0.40
H 11.36496 4.94384 7.77580 0.8597 -0.0606 -0.0031 0.25
H 10.71742 4.36596 5.53464 0.4970 0.0190 0.0366 0.38
H 11.26743 6.02741 4.98695 -0.9892 -0.9569 0.6465 0.40
H 8.75394 5.46841 5.24461 -0.0523 0.2013 0.3748 0.36
H 9.39364 6.97401 5.89591 -0.3928 -0.0429 0.2469 0.26
H 9.49486 5.96455 8.19478 -0.6425 -0.5286 -0.2727 0.33
H 8.62312 4.48545 7.50107 -0.1493 0.7569 0.4879 -0.06
H 6.73903 5.75020 7.27478 -1.0100 -0.5570 -0.7092 0.62
H 5.22008 6.67107 8.04726 -0.0492 0.0649 -0.1071 0.85
H 5.29102 8.11807 8.93665 0.2489 0.3429 0.5467 0.77
H 9.01839 7.88147 9.06288 -1.8096 -0.1375 0.1137 0.17
H 7.59856 8.70136 9.78965 0.2666 -0.9618 -0.6710 0.46
Cl 20.03064 3.15131 4.68170 0.1645 -0.0554 -0.4303 -0.20
C 18.61543 3.61967 5.50703 0.5076 0.2857 0.8663 0.40
C 18.69197 3.81419 6.92038 -0.4794 0.4921 0.5380 0.11
Cl 20.19264 4.34764 7.57042 0.2086 -0.6042 0.2944 -0.16
C 17.53675 3.86512 7.67711 1.0803 -0.7941 0.0944 0.07
Cl 17.61718 3.64367 9.38462 -0.0800 0.3227 0.0859 -0.21
C 16.24789 3.88487 7.06159 -1.0993 -1.1189 0.8135 0.19
O 15.18522 3.44462 7.58900 0.9413 1.1229 -0.5882 -0.83
C 16.35597 4.44945 5.72757 0.0987 1.4849 -1.1226 0.78
O 15.68806 5.44514 5.27649 0.8723 -1.2912 -0.3692 -0.88
C 17.46019 3.95773 4.91589 -1.1389 0.3288 -0.8136 -0.17
Cl 17.30606 4.05192 3.19398 -0.0426 -0.0128 0.2225 -0.21
Cl 18.14812 8.42859 4.08920 0.2720 -0.2312 -0.2593 -0.28
C 18.35735 8.02364 5.76812 0.9014 0.4607 1.2505 0.68
C 19.68971 7.97835 6.30562 -1.1250 0.1670 -0.4358 -0.40
C 19.88589 7.85675 7.70376 0.9151 -0.5344 -2.4248 -0.65
C 18.74764 7.70051 8.44136 -1.0661 -1.0444 1.7877 -0.22
C 17.44670 7.73201 7.95066 -0.1755 0.0478 -0.5071 -0.45
C 17.21096 7.95623 6.56706 -0.3564 -0.0750 0.7037 0.25
C 15.78117 8.18336 6.12618 0.2762 1.4547 -0.1044 -1.41
H 20.46227 8.04411 5.52805 0.0140 0.0002 0.7503 0.32
H 20.89559 7.66826 8.14026 -0.9899 0.4422 -0.4592 0.37
H 18.87464 7.33424 9.46139 -0.0889 0.5148 0.0603 0.29
H 16.56837 7.57391 8.62959 0.9834 0.1809 -0.7285 0.31
H 15.64675 8.52484 5.08164 0.6283 0.2447 0.4933 0.53
H 15.36740 8.94837 6.81640 0.2436 -0.0931 -0.4544 0.36
```
Positions in Å, forces in eV/Å.

Computed properties:
E in eV: -100035.5307
Net charge: -1
2S+1: 3
HOMO level (spin up / spin down) in Ha: -0.04080 / -0.20998
M in g/mol: 740.74
F_max in hartree/bohr: 0.051

***

DFT (ωB97M-V/def2-TZVPD) results for C16H17BrCl3GeIN2O2SiTi as an isolated structure.

Geometry as XYZ:
```
45
Properties=species:S:1:pos:R:3:forces:R:3:mulliken_charge:R:1
Ti -0.07685 -0.36724 0.65539 -0.6981 0.4285 0.4082 0.16
C 2.88156 -0.91932 -1.43996 -0.0205 0.0131 0.0295 -1.15
Si 2.47676 0.00171 0.14395 0.0145 -0.0222 0.0581 1.09
C 3.63960 -0.58918 1.49035 0.0153 0.0612 -0.0379 -1.10
C 2.84076 1.82914 -0.16958 0.1012 -0.0284 -0.0663 0.20
C 3.18552 2.69332 0.87244 -0.0387 0.0064 0.0024 -0.17
C 3.48756 4.02750 0.63321 0.0751 -0.0179 0.0202 -0.61
C 3.45860 4.52627 -0.66206 0.0834 0.0199 -0.0466 -0.62
C 3.10838 3.68780 -1.71234 0.0015 0.0382 -0.0087 -0.67
C 2.79944 2.35684 -1.46354 0.0168 -0.0599 0.0117 -0.02
H 3.90891 -0.68313 -1.72794 0.0252 -0.0048 -0.0027 0.43
H 2.21918 -0.64767 -2.25932 -0.0234 0.0048 -0.0301 0.17
H 2.80619 -1.99710 -1.29289 0.0088 0.0165 -0.0050 0.35
H 4.66116 -0.54734 1.10322 0.0245 -0.0026 -0.0223 0.33
H 3.42282 -1.61699 1.77462 -0.0216 -0.0483 0.0046 0.33
H 3.58585 0.02325 2.38856 -0.0068 0.0131 -0.0057 0.30
H 3.21065 2.32210 1.88974 0.0195 -0.0147 0.0409 0.25
H 3.76087 4.67419 1.45726 0.0055 0.0153 0.0145 0.38
H 3.71487 5.56092 -0.85362 -0.0042 0.0024 0.0013 0.37
H 3.08782 4.06762 -2.72666 -0.0032 -0.0013 0.0084 0.38
H 2.53581 1.71418 -2.29663 0.0056 0.0147 0.0056 0.30
I 0.56088 0.28435 3.20788 -0.0716 -0.0432 -0.1673 -0.28
Br -5.43618 1.11420 -4.70508 0.0196 -0.0107 -0.0053 -0.17
C -3.70041 0.46880 -4.33933 -0.0221 0.0133 0.0470 -0.03
C -2.90217 0.00742 -5.37914 -0.0311 0.0060 -0.0182 -0.13
N -1.67367 -0.45956 -5.19265 0.0153 0.0018 -0.0085 -0.62
C -1.19751 -0.47678 -3.95274 0.0424 0.0046 0.0354 -0.26
C -1.92584 -0.03172 -2.85604 -0.0613 0.0140 0.0052 -0.06
C -3.21480 0.44975 -3.04796 0.0239 -0.0289 -0.0554 -0.41
C -1.35162 -0.06605 -1.49135 -0.1289 0.0233 -0.0204 1.27
O -2.00141 0.28118 -0.48793 0.2681 -0.1127 0.0892 -0.79
O -0.13586 -0.46173 -1.34187 0.2001 -0.0981 -0.3200 -0.44
H -3.27346 0.01512 -6.39712 -0.0164 0.0092 0.0058 0.39
H -0.19526 -0.86362 -3.81633 -0.0028 0.0011 0.0156 0.52
H -3.80230 0.78836 -2.20590 -0.0044 0.0079 0.0069 0.57
C 0.03066 4.34467 0.19862 -0.0483 0.1091 -0.0638 -0.93
C -0.03347 2.90413 0.29493 0.0277 -0.2011 0.0896 0.36
N -0.03443 1.76668 0.40022 0.0672 0.1267 -0.0526 0.17
H -0.74965 4.70608 -0.46869 -0.0102 0.0124 0.0080 0.32
H 1.01291 4.61932 -0.18904 -0.0912 -0.0159 0.0239 0.17
H -0.10465 4.77448 1.19020 -0.0013 -0.0016 -0.0006 0.30
Cl -1.32502 -5.08676 1.39467 -0.0190 -0.0077 0.0078 -0.37
Ge -0.63121 -3.33744 2.55504 0.0086 -0.0760 0.0898 0.50
Cl -2.11724 -1.79643 1.61197 0.0806 0.0066 -0.0200 -0.38
Cl 0.87714 -2.55390 0.73116 0.1749 -0.1738 -0.0725 -0.42
```
Positions in Å, forces in eV/Å.

Computed properties:
E in eV: -227169.4099
ΔE to the lowest compared entry with this formula, charge and spin in kcal per mole: 3.20
HOMO level in Ha: -0.30642
M in g/mol: 731.05
F_max in hartree/bohr: 0.018

***

DFT (ωB97M-V/def2-TZVPD) results for one molecule with the formula C5H10N2S.

Geometry as XYZ:
```
18
Properties=species:S:1:pos:R:3:forces:R:3:mulliken_charge:R:1
C -2.46648 -0.12875 -0.40450 0.0928 1.0868 0.3202 -0.95
C -1.41308 0.08343 0.75048 -1.0613 1.0496 -0.0109 -0.79
C 0.06523 0.17960 0.30889 1.0326 0.7263 1.3969 0.42
C 0.21409 1.46219 -0.49468 2.1203 1.2627 2.2127 -0.53
C 1.75421 -1.31462 -0.40821 -2.1093 -0.4213 -0.9981 0.08
H -2.53352 0.78065 -1.12907 0.0025 -1.5345 1.3922 0.25
H -2.28242 -1.02941 -1.01549 -0.0562 0.3745 0.4672 0.28
H -3.40469 -0.22851 0.20348 0.4276 0.0765 -1.1905 0.32
H -1.62282 -0.66483 1.53379 0.6419 -0.1020 -0.4859 0.42
H -1.72654 1.04571 1.27319 0.6455 -0.8849 -0.6787 0.28
H 0.77199 0.35052 1.19711 -1.2789 -0.3326 -0.6790 0.25
H -0.37008 1.54765 -1.33967 -1.2101 -0.0092 -1.9485 0.35
H 2.14553 -2.17359 -0.99534 -1.0144 0.3462 0.1362 0.32
H 3.71779 -1.04243 0.03022 1.0096 -0.6197 -0.4911 0.25
H 2.74564 0.15346 0.74862 -0.0938 -2.3608 -1.1140 0.20
N 0.46953 -0.98534 -0.45798 2.8995 -0.6590 -0.1747 -0.57
N 2.79761 -0.82693 0.29039 -1.0219 3.9499 2.2245 -0.38
S 1.13802 2.79121 -0.09122 -1.0264 -1.9485 -0.3783 -0.20
```
Positions in Å, forces in eV/Å.

Computed properties:
E in eV: -19161.0329
ΔE to the lowest compared entry with this formula, charge and spin in kcal per mole: 43.19
HOMO level in Ha: -0.31798
M in g/mol: 130.22
SMILES: CC[C@H](C=S)/N=C\N
F_max in hartree/bohr: 0.090

***

DFT (ωB97M-V/def2-TZVPD) results for C25H19Cl2IPd as an isolated structure.

Geometry as XYZ:
```
48
Properties=species:S:1:pos:R:3:forces:R:3:mulliken_charge:R:1
Pd -0.89211 -0.36068 -1.03342 -0.3293 -0.1442 -0.0971 -0.42
I -2.49792 1.69056 -1.29206 0.2346 -0.0614 0.0285 0.29
C -0.88693 2.91423 -1.83375 0.0731 0.1308 -0.0495 0.52
C -1.01333 4.24787 -2.07139 -0.2157 -0.0428 0.0646 -0.38
C 0.12566 4.96398 -2.49518 0.1315 0.0404 -0.0415 -0.69
C 1.32348 4.33263 -2.68238 -0.0757 -0.0085 0.0155 -0.91
C 1.46169 2.94232 -2.44523 -0.0387 -0.0107 0.0136 0.73
C 2.67577 2.24273 -2.64638 0.0385 -0.0351 -0.0014 -0.86
C 2.76578 0.89848 -2.42297 0.0671 0.0836 -0.0279 -0.93
C 1.64130 0.17064 -1.96178 -0.0913 -0.1028 0.0399 -0.38
C 0.49165 0.85111 -1.74117 0.1175 0.0419 -0.1216 0.57
C 0.32391 2.22503 -1.99257 -0.0619 -0.0731 0.0349 0.34
H -1.95777 4.76277 -1.95224 0.0052 -0.0084 0.0007 0.44
H 0.03196 6.02487 -2.68089 0.0085 -0.0014 -0.0016 0.42
H 2.18658 4.89184 -3.01910 0.0081 -0.0049 0.0016 0.45
H 3.54079 2.79344 -2.99267 0.0044 -0.0070 -0.0006 0.44
H 3.69236 0.36672 -2.58885 0.0102 0.0206 -0.0051 0.44
H 1.73328 -0.89896 -1.80005 -0.0320 -0.0050 0.0057 0.63
Cl -1.91406 -1.51826 -3.39265 0.0854 0.0680 0.0959 -0.08
C -1.05788 -2.74482 -4.40714 -0.0273 0.1587 0.0254 -0.35
Cl -0.75449 -4.22655 -3.53559 0.0245 -0.0275 0.0368 -0.09
H -0.12271 -2.29532 -4.71603 0.0056 -0.0236 -0.0300 0.28
H -1.72101 -2.93035 -5.24352 0.0147 -0.0341 -0.0067 0.36
C 0.33010 0.40195 5.99369 -0.0094 0.0065 -0.0248 -0.44
C 0.18232 1.61754 5.34236 0.0024 0.0020 0.0117 -0.67
C -0.08688 1.64289 3.98459 0.0033 0.0070 -0.0005 -0.53
C -0.21134 0.44921 3.27073 0.0042 0.0652 0.0451 1.02
C -0.05959 -0.77171 3.93262 0.0074 -0.0370 0.0191 -0.39
C 0.20790 -0.79089 5.28740 0.0023 -0.0250 0.0030 -0.74
C -0.50498 0.54982 1.83961 0.0196 -0.0170 0.0221 -0.63
C -0.61472 -0.46430 1.00994 -0.0020 -0.1191 -0.0524 1.22
C -0.68152 -1.85513 0.72190 0.0185 0.1444 -0.0125 -0.71
C 0.47639 -2.55608 0.27921 0.0429 0.1402 0.0629 0.08
C 0.38471 -3.88338 -0.07945 -0.0661 -0.0838 0.0122 -0.98
C -0.84905 -4.52537 -0.01321 -0.0151 0.0374 0.0068 -0.32
C -2.00349 -3.85166 0.39708 -0.0236 -0.0090 0.0069 -0.74
C -1.93740 -2.52398 0.75614 0.0665 -0.0909 -0.0396 -0.19
H 0.54009 0.37909 7.05435 0.0014 0.0036 0.0008 0.41
H 0.27538 2.54484 5.89045 0.0004 -0.0032 0.0029 0.40
H -0.20374 2.59230 3.47607 -0.0026 -0.0076 -0.0109 0.37
H -0.14973 -1.71039 3.39929 -0.0049 0.0162 -0.0192 0.47
H 0.32313 -1.73621 5.79966 0.0002 0.0028 0.0025 0.41
H -0.61177 1.55491 1.44490 -0.0027 -0.0032 -0.0164 0.24
H 1.43076 -2.04444 0.29687 -0.0016 0.0184 -0.0126 0.82
H 1.26529 -4.42308 -0.39946 -0.0071 -0.0129 0.0128 0.47
H -0.92195 -5.57172 -0.28172 0.0198 0.0059 -0.0034 0.52
H -2.94492 -4.38217 0.44127 -0.0038 0.0190 0.0017 0.48
H -2.81102 -1.98633 1.10277 -0.0068 -0.0132 0.0015 0.59
```
Positions in Å, forces in eV/Å.

Computed properties:
E in eV: -62840.7824
Net charge: +2
ΔE to the lowest compared entry with this formula, charge and spin in kcal per mole: 16.73
HOMO level in Ha: -0.52405
M in g/mol: 623.66
F_max in hartree/bohr: 0.007

***

Question: The highest M belongs to which entry?
Answer: C19H20Cl5N4O4Pt